(1)
A molecular structure, C26H24BaBr4N2O2. Source: the OMol25 dataset; level of theory: ωB97M-V with the def2-TZVPD basis set.

Cartesian coordinates (Å):
Ba 1.609 -0.761 -0.058
Br 0.676 -7.804 0.478
Br -0.304 -5.347 -1.557
Br 2.804 -3.798 3.978
Br 2.250 -7.016 3.291
O 0.413 -2.653 -0.471
O 1.728 -2.009 1.835
N -0.454 0.642 0.962
N 0.459 1.472 -1.504
C -0.969 1.661 0.406
C -0.422 0.173 4.638
C -2.030 -0.448 2.446
C 1.689 2.004 -5.471
C 0.495 0.700 -3.820
C 0.826 1.666 -2.869
C 1.913 3.817 -2.138
C -0.845 0.274 2.292
C 0.595 -4.975 0.067
C -2.399 -0.830 3.728
C 1.586 2.793 -3.192
C 1.494 -3.284 1.560
C -0.013 0.564 3.369
C -0.640 1.913 -1.053
C 2.007 2.948 -4.506
C 1.013 -6.000 0.924
C 0.940 0.892 -5.125
C -2.848 -0.849 1.245
C -1.677 2.638 -1.865
C -0.348 -0.502 -3.467
C 1.906 -4.323 2.396
C 1.335 1.205 3.159
C 1.672 -5.670 2.099
C 0.805 -3.625 0.346
C -1.890 2.638 1.077
C -1.610 -0.511 4.823
H -3.292 0.016 0.741
H -1.413 -0.256 -3.479
H -2.602 2.056 -1.874
H 1.323 1.949 2.359
H -3.661 -1.508 1.544
H 0.693 0.149 -5.875
H 2.068 0.430 2.913
H 2.609 4.558 -2.526
H 2.361 3.351 -1.257
H 2.597 3.818 -4.771
H 1.678 1.698 4.068
H -1.993 2.410 2.134
H -0.187 -1.307 -4.182
H -1.495 3.650 0.964
H 1.017 4.344 -1.798
H -3.311 -1.400 3.864
H 2.028 2.134 -6.491
H -1.910 -0.818 5.817
H -2.880 2.625 0.616
H -0.127 -0.899 -2.477
H -1.912 3.609 -1.426
H -2.230 -1.378 0.515
H -1.341 2.781 -2.889
H 0.218 0.392 5.485

## Properties
- DFT total energy: -315292.3583 eV
- HOMO: -6.61 eV
- Gap between HOMO and LUMO: 5.85 eV
- LUMO: -0.754 eV

***

(2)
A molecular structure, C26H24Cl3F3N7O4SSeSiTi. Source: the OMol25 dataset; level of theory: ωB97M-V with the def2-TZVPD basis set.

Cartesian coordinates (Å):
Se -2.903 0.648 -0.350
Ti -0.373 -0.599 -0.197
Cl 1.346 0.325 3.788
Cl -1.713 1.376 3.388
Cl 0.863 3.044 2.212
S 3.663 1.295 0.080
Si 0.037 0.993 2.195
F 0.971 -3.531 -0.568
F 2.757 -2.930 -1.650
F 2.919 -4.191 0.109
O 1.675 -0.496 -3.737
O -3.733 -2.969 0.058
O 3.350 -1.875 1.223
O 1.534 -0.978 0.251
N 0.200 1.376 -1.135
N 4.052 3.694 1.067
N 0.038 -0.964 -2.156
N -1.770 -1.991 -0.724
N 4.746 3.363 -1.179
N -3.340 3.595 0.030
N -0.800 -2.057 1.680
C -0.530 -2.384 -4.137
C -2.428 -3.854 -3.915
C 2.854 5.788 0.402
C -2.132 -2.165 1.613
C 1.699 2.182 -2.803
C -2.672 -2.379 0.206
C 2.412 -1.891 0.455
C 4.048 5.155 1.105
C -2.932 -2.316 2.721
C -3.150 2.459 -0.104
C -0.220 -2.226 2.865
C -2.323 -2.408 3.963
C -1.757 -2.482 -2.046
C -2.616 -3.427 -2.600
C -0.945 -2.410 4.032
C 1.431 3.491 -2.432
C -1.398 -3.332 -4.679
C -0.698 -1.960 -2.824
C 2.251 -3.153 -0.423
C 1.012 -0.231 -2.747
C 4.196 2.874 -0.015
C 5.741 4.411 -1.347
C 0.513 3.719 -1.432
C 6.386 4.254 -2.712
C 1.044 1.168 -2.144
C -0.067 2.630 -0.794
H -1.255 -3.663 -5.701
H -0.781 2.782 -0.003
H -2.917 -2.494 4.864
H 6.507 4.350 -0.567
H 6.896 3.290 -2.790
H 4.786 2.619 -1.859
H 4.975 5.538 0.699
H 0.280 -1.974 -4.720
H 2.849 6.872 0.551
H 4.037 5.423 2.161
H 7.118 5.045 -2.884
H 0.229 4.717 -1.127
H -4.002 -2.371 2.580
H 5.285 5.399 -1.284
H 5.630 4.305 -3.500
H 1.917 4.320 -2.937
H 2.883 5.578 -0.670
H 3.417 3.259 1.727
H 1.924 5.373 0.796
H 2.366 1.911 -3.610
H -3.425 -3.814 -2.001
H 0.860 -2.197 2.876
H -3.100 -4.593 -4.337
H -0.422 -2.520 4.973

## Properties
- DFT total energy: -198878.9701 eV
- Relative energy (zero: lowest compared OMol25 entry of this formula, charge and spin): 0.426 eV
- Spin multiplicity: 2
- HOMO (spin up / spin down): -2.08 / -2.44 eV
- Net charge: -2
- Gap between HOMO and LUMO (spin up / spin down): 5.87 / 6.23 eV
- LUMO (spin up / spin down): 3.788 / 3.788 eV

***

(3)
A molecular structure, C26H24Cl5NNdOP2. Source: the OMol25 dataset; level of theory: ωB97M-V with the def2-TZVPD basis set.

Cartesian coordinates (Å):
Nd 0.127 0.190 0.238
Cl -3.219 1.903 6.204
Cl -2.597 -1.975 2.429
Cl -1.206 3.732 4.586
Cl 0.229 2.569 1.982
Cl -3.909 -0.971 5.122
P 0.001 -2.370 -1.049
P -2.272 1.031 -1.041
O 3.764 -0.274 1.222
N 0.157 0.164 -3.249
C 1.287 -0.486 -3.625
C 0.791 3.628 -4.387
C 2.418 0.258 -4.114
C -3.811 0.191 -0.551
C -0.439 4.202 -4.134
C -1.540 2.127 4.078
C 3.791 -1.752 -4.008
C -1.354 2.047 -3.441
C -2.157 -0.447 3.108
C 1.319 -3.428 -0.353
C -0.925 1.594 2.924
C -2.561 2.743 -0.460
C 1.011 2.246 -4.150
C -2.778 0.011 4.292
C 1.431 -1.893 -3.391
C -1.487 -3.383 -0.782
C -2.468 1.314 4.781
C -1.504 3.413 -3.667
C -2.486 1.226 -2.867
C -0.076 1.437 -3.653
C 2.667 -0.211 0.886
C 2.253 1.628 -4.312
C 3.659 -0.404 -4.301
C -1.216 0.331 2.444
C 0.255 -2.674 -2.862
C 2.676 -2.483 -3.557
H -3.508 3.108 -0.874
H -1.732 -3.363 0.289
H 4.502 0.179 -4.668
H -2.471 0.212 -3.289
H 2.795 -3.543 -3.334
H 2.303 -3.011 -0.598
H -2.602 2.764 0.634
H -4.671 0.800 -0.861
H -2.332 -2.952 -1.341
H 3.092 2.219 -4.674
H -0.669 -2.335 -3.349
H -3.814 0.062 0.539
H 1.669 1.134 -1.126
H 1.627 4.219 -4.770
H -1.302 -4.416 -1.116
H 4.754 -2.250 -4.119
H -0.590 5.279 -4.277
H 1.206 -3.454 0.739
H -1.741 3.392 -0.784
H 0.413 -3.753 -3.002
H -3.453 1.713 -3.046
H -2.465 3.884 -3.465
H -3.859 -0.801 -1.017
H 1.224 -4.443 -0.763

## Properties
- DFT total energy: -127349.6430 eV
- Spin multiplicity: 4
- HOMO (spin up / spin down): -10.58 / -10.58 eV
- Net charge: +1
- Gap between HOMO and LUMO (spin up / spin down): 6.89 / 6.99 eV
- LUMO (spin up / spin down): -3.692 / -3.597 eV

***

Question: What is the DFT total energy in the third record?
Answer: -127349.6430 eV